A structure of composition C24H24BrN2O5Sc, computed with ωB97M-V with the def2-TZVPD basis set.

Geometry (Å):
Sc: -0.432465 1.429710 0.639946
O: 6.818513 1.906182 -0.436330
C: 6.015864 2.844907 -0.113891
O: 6.380921 4.073160 -0.121506
C: 4.610242 2.435292 0.119446
C: 4.276701 1.049747 0.130040
C: 2.972787 0.662729 0.155612
N: 1.892172 1.532141 0.271424
C: 2.196489 2.838925 0.258679
C: 3.546862 3.317700 0.183913
C: 1.099102 3.859822 0.227542
O: 1.338722 5.056040 0.167156
O: -0.137267 3.318132 0.216467
H: 5.023904 0.289272 -0.088279
H: 2.709042 -0.399983 0.082891
H: 3.643799 4.388812 0.106659
Br: -5.172353 4.785410 0.473075
C: -4.414773 3.073894 0.070298
C: -5.200767 1.914939 0.135192
C: -4.619086 0.675482 -0.068857
C: -3.255923 0.561485 -0.100133
N: -2.417449 1.675584 -0.147375
C: -3.035223 2.890698 -0.057749
H: -6.268083 2.025186 0.262393
H: -5.230326 -0.237645 -0.177153
H: -2.798373 -0.423814 -0.216101
H: -2.403855 3.772009 -0.000516
C: 1.186390 -0.972402 -2.565141
C: -0.151661 -1.768768 -2.683637
C: -1.318915 -0.901468 -3.322649
C: -0.543927 -2.427814 -1.389903
C: -1.181901 -3.714911 -1.361585
C: -1.023383 -4.518391 -0.237609
C: -0.568825 -3.946662 0.951430
C: -0.468091 -2.559102 1.095503
C: -0.299462 -2.012432 2.532451
C: 1.188741 -2.271311 2.900917
C: -0.787805 -0.605753 2.945027
C: -0.345134 -1.760585 -0.088864
O: -0.265406 -0.401005 -0.014008
H: 1.614991 -0.848339 -3.576348
H: 1.966602 -1.402659 -1.958033
H: 1.056511 0.048627 -2.175860
H: 0.032580 -2.603633 -3.404463
H: -1.564022 0.041377 -2.796620
H: -2.269107 -1.445140 -3.388060
H: -0.961255 -0.623995 -4.307603
H: -1.813606 -4.030074 -2.190741
H: -1.305294 -5.569397 -0.214731
H: -0.345836 -4.638131 1.794211
H: -0.872773 -2.667694 3.204404
H: 1.832847 -1.505682 2.479849
H: 1.489239 -3.266676 2.545505
H: 1.298734 -2.168416 4.012811
H: -0.102761 0.168166 2.557818
H: -0.785116 -0.553720 4.063979
H: -1.831530 -0.389827 2.619096

Force components x, y, z for each atom (eV/Å):
2.1437 -1.8335 -1.0308
-1.8173 0.2263 0.7616
4.7577 1.5131 -1.6047
-2.1973 -1.7498 0.6613
-1.2673 -0.9342 0.1976
0.2061 0.6798 -0.7536
-1.9984 -0.1147 0.5350
0.4066 0.2178 0.1044
2.4825 0.1853 -0.1102
-1.7672 -0.3144 0.0257
0.0454 1.5821 -0.3615
-0.7709 -1.9245 0.2100
0.4991 0.0801 0.4113
0.1455 0.4293 0.3687
-0.0312 0.5069 0.1087
0.4436 0.0452 0.0789
0.4651 -0.7628 -0.3929
0.0687 -1.0683 0.7712
-0.1312 1.1075 -0.6893
-0.5412 -0.6652 0.2480
1.3675 0.8813 -1.0893
-3.0011 -0.2999 0.7497
0.1632 0.1599 0.1180
-0.0810 -0.1289 0.0255
0.3690 0.6575 0.3207
0.1929 0.4003 0.1178
0.2559 -0.2368 -0.2437
-0.5646 0.8002 -1.0580
-0.5343 0.4324 -0.4133
0.7657 -0.0854 0.5774
-0.8683 0.1041 2.1819
1.0986 1.2241 0.2003
-0.2375 0.3737 0.5130
-0.1813 -0.5376 0.1988
0.3958 1.1011 -0.3914
0.5834 -0.7715 -0.1905
-0.5815 0.5763 1.2747
-0.3711 -0.2978 0.0657
-1.2653 -1.5026 -0.7466
-0.0361 0.0055 0.4408
-0.1886 -0.0775 0.3539
-0.0229 -0.6467 0.2562
-0.2414 -0.3400 -0.0860
-0.1725 0.6192 0.4997
0.4865 -0.4344 0.0994
0.3592 -0.1778 -0.1464
-0.2853 0.1000 -0.3434
0.7936 -0.2100 -0.3060
-0.0118 0.2399 -0.2420
-0.4866 0.7891 -0.4170
-0.0203 -0.0683 -0.4076
0.1717 0.0215 -0.3594
0.0142 0.4244 0.3271
0.1042 -0.3761 -0.8375
0.1794 0.0574 0.3279
0.1450 0.2295 -0.9838
0.5641 -0.2121 0.0738

Properties
HOMO   -6.903 eV
Total energy   -129239.070 eV
F_max   5.244 eV/Å
Energy relative to the best compared isomer or geometry (same formula, charge and spin)   27.8 kcal/mol
2S+1   1
LUMO   -2.08 eV